{"formula": "C3H8S2", "method": "ωB97M-V with the def2-TZVPD basis set", "total_charge": 1, "lumo_energy_ev": [-5.48, -8.94], "spin_multiplicity": 2, "de_lowest_kcal_mol": 58.0, "symbols": ["S", "S", "H", "H", "C", "C", "C", "H", "H", "H", "H", "H", "H"], "positions_angstrom": [[3.01626, 1.91311, 4.43958], [2.20987, 0.14111, 4.72677], [1.96058, 2.37014, 3.81356], [3.35479, -0.39427, 5.06996], [-1.13730, -0.89859, -0.95704], [-1.35174, 0.08708, -2.14842], [-1.23877, -0.13278, -3.45566], [-0.57102, -1.79628, -1.33312], [-0.54424, -0.44849, -0.14952], [-1.93524, -1.48594, -0.45598], [-1.61519, 1.10074, -1.86847], [-0.88416, 0.73246, -4.02061], [-1.26383, -1.18827, -3.66105]]}


{"formula": "C3H8S3Si", "method": "ωB97M-V with the def2-TZVPD basis set", "lumo_energy_ev": [0.56, -2.28], "spin_multiplicity": 3, "symbols": ["C", "C", "C", "Si", "S", "S", "S", "H", "H", "H", "H", "H", "H", "H", "H"], "positions_angstrom": [[-1.50600, 0.93978, 1.14147], [-2.28950, -0.28587, 0.75465], [4.03951, -0.64275, -0.23923], [-0.37393, 0.39300, -1.51562], [-1.16310, 2.03077, -0.31152], [-1.10823, -1.24949, -0.33226], [3.53865, 0.76967, 0.28983], [-2.15641, 1.33797, 1.99775], [-0.62109, 0.78027, 1.67791], [-2.39183, -0.89594, 1.52770], [-3.07796, -0.25430, 0.07919], [4.96769, -0.95123, -0.60043], [1.06326, 0.61672, -2.00239], [3.42841, -1.45893, -0.31329], [-1.33520, 0.50626, -2.60289]]}


{"formula": "C3H8Se", "method": "ωB97M-V with the def2-TZVPD basis set", "lumo_energy_ev": 0.81, "smiles": "CC[Se]C", "de_lowest_kcal_mol": 6.9, "symbols": ["C", "C", "C", "Se", "H", "H", "H", "H", "H", "H", "H", "H"], "positions_angstrom": [[0.07859, 1.75070, 0.74453], [-0.32359, -2.31586, -0.34366], [0.69916, 0.79260, -0.34697], [1.09167, -0.90941, 0.54894], [-0.79312, 1.29834, 1.06038], [0.85828, 1.95296, 1.67421], [-0.06045, 2.73075, 0.29305], [-1.23823, -1.74895, -0.30446], [-0.06452, -2.57388, -1.40974], [-0.41110, -3.24552, 0.16481], [1.54459, 1.17020, -0.90987], [-0.09488, 0.47143, -0.99936]]}


{"formula": "C3H9BBrO3P", "method": "ωB97M-V with the def2-TZVPD basis set", "lumo_energy_ev": -0.85, "symbols": ["C", "C", "C", "Br", "B", "P", "O", "O", "O", "H", "H", "H", "H", "H", "H", "H", "H", "H"], "positions_angstrom": [[0.47533, 0.81642, 2.30997], [-0.64853, 0.62045, 1.29414], [-0.74875, -0.81593, 0.80092], [-2.60254, -1.25251, 0.31718], [-0.06537, -1.17573, -0.54175], [0.12589, 0.08921, -1.97990], [-0.83092, 1.18250, -2.01150], [1.63208, 0.66065, -1.91905], [0.09539, -0.82660, -3.28105], [1.37607, 1.20823, 1.86120], [0.16161, 1.55081, 3.03830], [0.70684, -0.08708, 2.85853], [-1.58273, 0.88136, 1.76695], [-0.52314, 1.30634, 0.47008], [-0.47915, -1.51816, 1.56962], [0.36821, -2.27259, -0.70265], [2.25299, -0.07910, -1.77730], [0.28672, -0.28826, -4.07369]]}


{"formula": "C3H9BO2", "method": "ωB97M-V with the def2-TZVPD basis set", "lumo_energy_ev": 0.70, "smiles": "COB(C)OC", "de_lowest_kcal_mol": 10.0, "symbols": ["O", "O", "B", "C", "C", "C", "H", "H", "H", "H", "H", "H", "H", "H", "H"], "positions_angstrom": [[-0.09609, 1.26795, -0.94454], [-0.53813, -0.83116, 0.01956], [0.08456, 0.41185, 0.12883], [-0.84947, 1.02932, -2.06878], [-0.26501, -1.85522, 0.90691], [1.17467, 0.82766, 1.16561], [-1.67259, 0.41331, -1.73360], [-0.27967, 0.20245, -2.62165], [-1.18501, 1.98072, -2.50577], [0.74120, -2.12629, 0.70622], [-0.96140, -2.64032, 0.74886], [-0.32581, -1.47904, 1.94317], [1.01977, 1.93179, 1.26388], [0.92618, 0.27512, 2.13514], [2.22681, 0.59185, 0.85615]]}


{"formula": "C3H9BrS", "method": "ωB97M-V with the def2-TZVPD basis set", "lumo_energy_ev": 0.75, "smiles": "CBr.CSC", "symbols": ["Br", "C", "H", "H", "H", "S", "C", "C", "H", "H", "H", "H", "H", "H"], "positions_angstrom": [[3.17033, -3.41678, -2.97495], [1.65015, -4.45750, -2.48278], [0.81890, -3.80048, -2.17626], [1.89928, -5.12555, -1.64121], [1.31580, -5.07390, -3.33419], [-3.34263, 1.31884, -1.02891], [-2.77409, 1.72389, -2.68855], [-1.89960, 1.89099, -0.11674], [-3.56302, 1.43012, -3.40123], [-1.84961, 1.17857, -2.94267], [-2.58605, 2.80523, -2.79794], [-0.99019, 1.34278, -0.41515], [-1.72663, 2.96944, -0.27043], [-2.08124, 1.71325, 0.95658]]}


{"formula": "C3H9ClNO2P", "method": "ωB97M-V with the def2-TZVPD basis set", "lumo_energy_ev": -0.46, "de_lowest_kcal_mol": 69.0, "symbols": ["C", "C", "C", "N", "O", "O", "P", "Cl", "H", "H", "H", "H", "H", "H", "H", "H", "H"], "positions_angstrom": [[-1.26446, -1.50060, 0.15997], [1.11888, -1.29293, -0.27243], [0.94575, 2.37392, 0.57711], [0.01460, -0.77339, 0.03212], [-1.51978, 1.37125, 0.32172], [0.70478, 1.80033, -0.66233], [-0.64595, 0.96982, -0.80008], [-4.20203, 0.56802, 0.60429], [-1.28464, -2.35242, -0.50416], [-1.42742, -1.68961, 1.24161], [-1.89850, -0.78535, -0.25146], [1.20925, -2.34376, -0.44167], [-2.98597, 0.86735, 0.19811], [1.90891, -0.53085, -0.40834], [-0.08155, 2.39524, 1.12431], [1.35018, 3.36659, 0.54896], [1.47321, 1.70905, 1.39535]]}


{"formula": "C3H9F2NaO4P", "method": "ωB97M-V with the def2-TZVPD basis set", "lumo_energy_ev": [-0.21, -4.18], "spin_multiplicity": 2, "symbols": ["Na", "F", "F", "C", "O", "P", "O", "O", "C", "O", "C", "H", "H", "H", "H", "H", "H", "H", "H", "H"], "positions_angstrom": [[3.07200, -0.94265, -0.89368], [1.80962, -2.46845, -2.31340], [4.32965, -0.37089, -2.97811], [-0.21428, -1.81619, 1.97485], [-0.28893, -1.29530, 0.67509], [0.06941, 0.31423, 0.41604], [1.50477, 0.62874, 0.73696], [-0.43955, 0.57018, -1.11890], [0.40609, 1.31026, -1.98950], [-1.09710, 1.03285, 1.29467], [-2.40487, 0.97391, 0.96372], [-1.19240, -1.65014, 2.42630], [0.46834, -1.24349, 2.60264], [0.24278, -2.79752, 2.10213], [1.28583, 1.63389, -1.43323], [0.07245, 2.30576, -2.28237], [0.89786, 0.72838, -2.76904], [-2.95827, 0.12050, 1.35557], [-2.62511, 1.11278, -0.09472], [-2.93828, 1.85314, 1.32498]]}


{"formula": "C3H9F6KN3O16PS6", "method": "ωB97M-V with the def2-TZVPD basis set", "total_charge": -2, "lumo_energy_ev": 3.98, "de_lowest_kcal_mol": 4.5, "symbols": ["K", "N", "S", "O", "O", "F", "S", "O", "O", "F", "N", "S", "O", "O", "F", "S", "O", "O", "F", "N", "S", "O", "O", "F", "S", "O", "O", "F", "C", "O", "P", "O", "O", "C", "O", "C", "H", "H", "H", "H", "H", "H", "H", "H", "H"], "positions_angstrom": [[-0.76384, -1.46381, 0.96063], [-3.39288, -0.32269, 1.51041], [-4.42499, -0.70428, 0.41643], [-4.09470, -0.41844, -0.93382], [-5.78862, -0.53121, 0.81337], [-4.16759, -2.29502, 0.40151], [-3.26068, 1.32438, 1.22275], [-2.66515, 1.97817, 2.32804], [-4.13977, 2.07140, 0.39523], [-1.95685, 1.18022, 0.25751], [3.66346, -0.74153, 0.98869], [2.74333, 0.56544, 1.03934], [1.34950, 0.30329, 0.98641], [3.24669, 1.67383, 0.29814], [3.02864, 0.93753, 2.53871], [3.25707, -1.55991, -0.31864], [3.78316, -1.03580, -1.54205], [1.95275, -2.15381, -0.34421], [4.23857, -2.81092, -0.04387], [-0.33814, -2.01956, 3.63448], [0.19713, -0.85646, 4.66457], [1.57777, -0.85506, 4.97165], [-0.73521, -0.59031, 5.70532], [-0.00634, 0.31868, 3.63076], [0.42035, -3.33627, 4.08150], [0.33972, -3.68385, 5.46663], [1.62371, -3.53141, 3.34850], [-0.59302, -4.44020, 3.48903], [-0.01776, 3.33039, -1.03910], [-0.35335, 2.60875, -2.24158], [0.73925, 1.63777, -2.83541], [2.12264, 2.06507, -2.74580], [0.47181, 0.24410, -2.13023], [-0.63982, -0.58131, -2.45346], [0.16798, 1.46709, -4.31681], [1.11563, 1.07635, -5.30943], [0.29370, 4.33659, -1.31946], [0.76708, 2.87100, -0.44133], [-0.93687, 3.39550, -0.46542], [-1.08053, -0.29297, -3.41352], [-1.47079, -0.57753, -1.74720], [-0.24804, -1.57462, -2.67731], [0.53287, 0.86230, -6.20903], [1.70226, 0.20222, -5.03832], [1.73989, 1.92690, -5.58360]]}


{"formula": "C3H9FFeSi", "method": "ωB97M-V with the def2-TZVPD basis set", "total_charge": 3, "lumo_energy_ev": [-15.84, -18.87], "spin_multiplicity": 6, "symbols": ["C", "C", "C", "F", "Si", "H", "H", "H", "H", "H", "H", "H", "H", "H", "Fe"], "positions_angstrom": [[-1.21793, -0.50576, -1.45112], [0.17013, -0.43694, -1.04358], [0.48525, -0.35751, 0.43832], [1.82071, -0.80816, 0.69027], [0.28281, 1.48200, 1.19817], [-1.95652, -0.05907, -0.80145], [-1.32936, -0.12693, -2.46081], [-1.52944, -1.59229, -1.51222], [0.71574, 0.34915, -1.60007], [0.71623, -1.35702, -1.39910], [-0.20143, -1.05076, 0.93699], [-1.13511, 1.80633, 0.98010], [0.54075, 1.10864, 2.69257], [1.29399, 2.38403, 0.63610], [1.34418, -0.83571, 2.69583]]}


{"formula": "C3H9FNO2", "method": "ωB97M-V with the def2-TZVPD basis set", "total_charge": 1, "lumo_energy_ev": -3.59, "de_lowest_kcal_mol": 27.9, "symbols": ["C", "C", "C", "N", "O", "O", "F", "H", "H", "H", "H", "H", "H", "H", "H", "H"], "positions_angstrom": [[1.02024, 1.13938, -0.77913], [1.43408, -1.05868, 0.20525], [-0.65016, 0.06164, 0.55053], [0.52975, 0.05030, 0.03329], [-1.45780, 1.05765, 0.36820], [-4.21277, 0.20398, 0.34662], [-3.69908, -0.91081, -0.30247], [1.40110, 0.74291, -1.72108], [0.22278, 1.85123, -0.98086], [1.83553, 1.64909, -0.26597], [1.64102, -1.51317, -0.76512], [2.37764, -0.70501, 0.62236], [1.01203, -1.81301, 0.86432], [-0.96436, -0.80576, 1.12849], [-5.16802, 0.01802, 0.39210], [-2.37755, 0.90801, 0.66426]]}


{"formula": "C3H9IN3", "method": "ωB97M-V with the def2-TZVPD basis set", "total_charge": 1, "lumo_energy_ev": [-7.39, -7.40], "de_lowest_kcal_mol": 91.1, "symbols": ["C", "C", "C", "N", "N", "N", "I", "H", "H", "H", "H", "H", "H", "H", "H", "H"], "positions_angstrom": [[0.27053, 0.83865, 0.42449], [-0.15871, -2.55889, -0.47780], [-0.45890, -1.53292, 0.65479], [-0.39597, -0.21155, -0.03100], [0.56480, 1.97506, -0.10027], [0.30245, 2.72177, -1.08473], [0.79589, 3.55512, 2.37967], [0.87415, 0.57780, 1.28937], [0.70618, -2.26328, -1.13933], [0.22692, -3.51575, 0.05610], [-0.97247, -2.71818, -1.23317], [0.19480, -1.66558, 1.43152], [-1.47068, -1.80241, 1.07695], [-0.86732, -0.01586, -0.84898], [0.99630, 3.34627, -1.22634], [-0.60797, 3.26975, -1.17127]]}


{"formula": "C3H9IN3", "method": "ωB97M-V with the def2-TZVPD basis set", "total_charge": 1, "lumo_energy_ev": [-5.94, -5.77], "de_lowest_kcal_mol": 56.3, "symbols": ["C", "C", "C", "N", "N", "N", "I", "H", "H", "H", "H", "H", "H", "H", "H", "H"], "positions_angstrom": [[0.03202, -0.51534, 0.35972], [-0.13459, 1.94777, 0.85747], [-0.02580, 0.83634, -0.11371], [0.38796, -1.62060, -0.32664], [0.64099, -2.89742, 0.16243], [0.32665, 1.17455, -1.35596], [-2.84372, 0.08275, -0.27331], [-0.24067, -0.57779, 1.44759], [-0.77329, 2.74213, 0.67836], [0.74218, 2.53015, 0.86587], [-0.41229, 1.64544, 1.76523], [0.53724, -2.84989, 1.26334], [0.03754, -3.52150, -0.27157], [0.51565, -1.77173, -1.38936], [0.68333, 0.60479, -2.17259], [0.52679, 2.19037, -1.49688]]}


{"formula": "C3H9INP", "method": "ωB97M-V with the def2-TZVPD basis set", "lumo_energy_ev": -0.32, "smiles": "[H]/N=P\\[H].C=CC.I", "de_lowest_kcal_mol": 23.5, "symbols": ["C", "C", "C", "N", "P", "I", "H", "H", "H", "H", "H", "H", "H", "H", "H"], "positions_angstrom": [[1.16089, -0.66874, -0.03009], [-0.45543, 0.39605, -1.68564], [-0.13293, -0.30241, -0.63503], [1.32878, 2.46421, 1.71897], [0.91344, 3.15494, 0.36333], [-4.21728, -4.87432, 1.88949], [1.32447, -1.78023, 0.15243], [2.03830, -0.21333, -0.62415], [1.15422, -0.06306, 0.90916], [-1.50952, 0.58971, -1.95003], [-4.70217, -3.34484, 1.33902], [0.20209, 0.80953, -2.45764], [-0.97939, -0.64917, 0.06161], [2.12534, 1.83876, 1.61282], [1.74919, 2.64291, -0.66425]]}


{"formula": "C3H9N", "method": "ωB97M-V with the def2-TZVPD basis set", "total_charge": -1, "lumo_energy_ev": [3.93, 3.82], "spin_multiplicity": 2, "de_lowest_kcal_mol": 25.9, "symbols": ["C", "C", "H", "H", "H", "H", "H", "H", "C", "N", "H", "H", "H"], "positions_angstrom": [[1.10067, 1.35843, -2.05692], [0.08342, 0.90603, -1.06337], [1.82283, 0.52674, -2.22849], [1.70743, 2.18943, -1.70097], [0.80860, 1.64467, -3.09363], [0.41339, 0.62196, -0.03960], [-0.65087, 1.59673, -0.73688], [-0.32912, -0.00808, -1.38172], [-1.16199, -1.37512, 2.55537], [-1.04116, -2.56639, 2.00247], [-2.04417, -0.87939, 2.18039], [-0.44402, -0.91783, 3.20586], [-0.26502, -3.09717, 2.35748]]}


{"formula": "C3H9N", "method": "ωB97M-V with the def2-TZVPD basis set", "lumo_energy_ev": 1.21, "smiles": "CCNC", "de_lowest_kcal_mol": 11.7, "symbols": ["C", "C", "C", "H", "H", "H", "H", "H", "H", "H", "H", "H", "N"], "positions_angstrom": [[0.91301, -0.44117, -1.08797], [-0.38632, 0.32029, -0.89106], [-0.28257, 0.26331, 1.53625], [1.37657, -0.12723, -2.03067], [1.62242, -0.19677, -0.24600], [0.72114, -1.48997, -1.05913], [-0.22418, 1.38844, -0.87119], [-1.11312, 0.09838, -1.69039], [-1.31062, -0.98746, 0.38989], [0.60982, -0.37437, 1.68526], [0.04806, 1.30261, 1.46282], [-0.88816, 0.22774, 2.43895], [-1.08604, 0.01617, 0.36325]]}